(1)
The following is a quantum chemistry calculation of a structure of composition C33H31BrEuF6N4O3PS5, from the Open Molecules 2025 dataset.

XYZ file:
```
85
Properties=species:S:1:pos:R:3:forces:R:3:lowdin_spin:R:1
Eu -1.5421 0.4783 0.1052 1.99 0.36 -0.87 4.095
C 0.5603 3.8787 -1.8206 0.03 -0.02 0.11 0.000
C 1.8497 4.3518 -1.1375 -0.11 -0.13 0.08 0.000
S 2.4324 3.4108 0.3010 0.06 -0.10 -0.02 0.001
C 2.2206 4.5632 1.6925 -0.11 -0.13 -0.02 0.000
C 1.3853 3.9959 2.8455 -0.10 0.15 -0.25 0.000
S -0.2272 3.3109 2.3989 0.10 -0.02 0.30 0.001
C -1.1107 4.7420 1.7486 0.03 -0.18 -0.08 0.000
C -0.9381 5.0271 0.2515 -0.10 -0.09 0.00 0.000
S -0.9074 3.5509 -0.8113 0.00 0.21 0.09 0.001
H 0.7206 2.9362 -2.3391 0.03 0.02 -0.01 0.000
H 0.2888 4.6249 -2.5687 0.03 -0.02 -0.08 0.000
H 1.7792 5.3964 -0.8408 0.03 0.03 -0.03 0.000
H 2.6445 4.2984 -1.8819 -0.01 0.06 -0.05 0.000
H 1.7656 5.4779 1.3138 0.03 0.00 0.01 0.000
H 3.2146 4.8169 2.0597 -0.03 0.07 0.06 0.000
H 1.2264 4.7803 3.5882 0.10 -0.02 0.05 0.000
H 1.9061 3.1745 3.3415 0.01 0.01 -0.04 0.000
H -0.8238 5.6180 2.3311 -0.08 0.07 -0.01 0.000
H -2.1570 4.5309 1.9642 -0.02 0.05 0.00 0.000
H -0.0183 5.5733 0.0641 -0.03 0.02 0.02 0.000
H -1.7660 5.6475 -0.0887 0.02 0.09 0.04 0.000
Br -2.5327 -6.8343 2.9596 0.00 0.00 0.00 0.016
C -0.9363 -5.9004 3.2954 -0.01 -0.04 0.08 0.048
C -0.4532 -5.0167 2.3384 0.05 0.08 -0.10 -0.004
C 0.7153 -4.3240 2.5788 0.00 -0.06 0.09 0.042
C 1.3964 -4.5146 3.7880 -0.28 0.24 -0.50 0.012
C 0.9137 -5.4211 4.7315 0.12 0.04 0.10 0.040
C -0.2589 -6.1083 4.4914 -0.07 -0.04 0.00 -0.007
N 2.5931 -3.8640 4.1056 0.43 -0.45 0.70 0.205
N 3.1081 -2.9244 3.5051 -0.42 0.78 -0.56 0.161
C 2.5628 -1.8795 2.8328 0.00 -0.70 0.39 0.161
C 3.3256 -1.3353 1.7744 0.03 0.18 -0.22 0.006
C 2.7731 -0.4643 0.8859 0.24 -0.05 -0.05 0.079
C 1.4042 -0.0700 1.0005 0.08 -0.06 0.10 0.060
O 0.8023 0.5441 0.0976 0.13 -0.21 -0.01 0.108
C 0.7007 -0.4252 2.2442 0.10 0.02 0.10 0.031
N -0.5143 0.1226 2.4166 0.03 -0.18 0.04 0.003
C -1.1797 -0.1509 3.5216 -0.09 0.17 0.03 0.012
C -0.6753 -0.9901 4.5178 -0.02 0.01 0.03 -0.002
C 0.5457 -1.5834 4.3296 0.09 0.01 -0.04 0.014
C 1.2663 -1.3130 3.1535 0.05 0.07 0.21 0.019
H -0.9914 -4.8662 1.4127 -0.01 -0.04 0.01 -0.002
H 1.0862 -3.6362 1.8317 0.00 -0.04 -0.04 0.003
H 1.4662 -5.5673 5.6516 0.00 0.00 -0.06 0.001
H -0.6452 -6.8071 5.2208 0.00 0.02 -0.02 -0.001
H 4.3376 -1.6976 1.6407 -0.03 0.00 0.04 -0.001
H 3.3343 -0.1026 0.0347 -0.05 0.01 0.00 0.003
H -2.1481 0.3223 3.6337 -0.03 -0.04 -0.03 0.000
H -1.2524 -1.1678 5.4148 0.02 0.02 -0.03 0.000
H 0.9574 -2.2353 5.0874 0.00 0.00 0.02 0.001
O -2.7756 -1.2180 -1.1173 -0.17 1.87 -0.84 0.275
S -2.2270 -2.3550 -0.2980 -3.76 -4.60 -2.25 0.669
N -1.1432 -1.8972 0.5884 4.03 1.75 2.87 0.921
F -2.7065 2.0728 1.3154 -0.42 0.40 0.27 0.001
P -4.2283 1.4660 0.8512 -0.50 0.30 0.38 0.000
F -4.7064 2.9043 0.4725 -0.01 0.12 -0.01 0.000
F -3.4942 -0.0201 1.2212 -0.59 0.10 0.16 0.003
F -4.7112 1.5735 2.3373 -0.03 -0.04 0.10 0.000
F -3.4931 1.3353 -0.6583 -0.84 0.17 0.05 0.000
F -5.4881 0.7222 0.3304 -0.12 -0.04 -0.08 0.000
O -0.9595 0.8809 -2.0894 0.11 -0.28 -0.37 0.002
S -1.3849 0.4347 -3.4826 0.29 -0.47 -0.26 0.002
C 0.0563 0.7302 -4.5036 -0.01 0.43 0.16 0.000
C 1.2919 0.9358 -3.9094 0.01 -0.02 -0.01 0.000
C 2.4003 1.1103 -4.7258 0.00 0.01 -0.02 0.000
C 2.2609 1.0789 -6.1082 0.00 0.00 0.02 0.000
C 1.0109 0.8881 -6.6831 0.02 0.00 -0.01 0.000
C -0.1065 0.7216 -5.8786 -0.03 0.01 -0.05 0.000
C -1.1969 -1.3521 -3.5784 -0.17 0.08 0.21 0.002
C -0.1093 -1.9745 -2.9833 -0.01 -0.04 0.00 0.005
C 0.0178 -3.3481 -3.1002 -0.01 -0.02 0.04 0.007
C -0.9366 -4.0822 -3.7972 -0.03 0.04 -0.05 0.007
C -2.0175 -3.4429 -4.3883 0.07 -0.07 0.00 0.001
C -2.1526 -2.0654 -4.2800 -0.08 0.11 0.00 0.001
H 1.3788 0.9559 -2.8283 0.00 -0.04 -0.05 0.000
H 3.3745 1.2734 -4.2808 -0.03 -0.02 -0.02 0.000
H 3.1292 1.2105 -6.7414 -0.03 0.00 0.02 0.000
H 0.9029 0.8768 -7.7596 0.01 0.00 0.02 0.000
H -1.0879 0.5836 -6.3198 0.04 0.00 0.02 0.000
H 0.6262 -1.3981 -2.4361 0.01 0.03 0.02 0.000
H 0.8634 -3.8490 -2.6449 -0.03 0.01 -0.01 0.000
H -0.8354 -5.1567 -3.8805 0.00 0.03 0.00 0.000
H -2.7595 -4.0156 -4.9289 0.01 0.02 0.01 0.000
H -2.9977 -1.5541 -4.7282 0.02 -0.04 0.06 0.000
```
Positions in Å, forces in eV/Å.

Summary:
Molecular weight   1068.80 g/mol
Energy above the lowest of the compared OMol25 structures with the same formula, charge and spin   97.0 kJ/mol
Charge   +1
Orbital gap (alpha / beta)   5.3 / 5.5 eV
HOMO level (alpha / beta)   -9.175 / -10.540 eV
<S²>   15.835
Multiplicity   8
LUMO energy (alpha / beta)   -3.88 / -5.02 eV
Electronic energy   -7936.56716 a.u.

(2)
The following is a quantum chemistry calculation of a structure of composition C33H31Cl2N4O4RuSi, from the Open Molecules 2025 dataset.

XYZ file:
```
76
Properties=species:S:1:pos:R:3:forces:R:3:mulliken_charge:R:1
Ru 0.0869 0.5695 0.2704 0.62 -0.80 -1.59 -0.273
O -0.3072 -0.4625 1.8721 1.23 -0.39 -1.66 0.456
C -0.6419 -0.5491 3.1041 -0.82 0.51 1.52 0.042
C -0.3696 -1.7381 3.8261 0.02 0.31 -0.52 -0.523
C -0.7445 -1.8506 5.1388 -0.12 0.17 0.20 -0.835
C -1.3898 -0.7876 5.7823 -0.05 0.08 0.01 -0.879
C -1.6664 0.3802 5.0959 0.01 -0.14 0.18 -0.936
C -1.3126 0.5225 3.7563 0.33 -0.59 -0.31 0.588
C -1.5826 1.7304 3.0054 -0.04 -0.03 0.21 -0.203
N -1.0327 2.1197 1.8549 0.03 -0.68 -1.25 0.975
C -1.5337 3.3682 1.5891 -0.16 0.50 0.15 -0.402
C -2.3988 3.7408 2.5701 0.23 0.20 -0.37 -1.288
N -2.4185 2.7007 3.4540 0.20 -0.30 -0.03 -0.075
H 0.1219 -2.5384 3.2877 -0.03 -0.01 0.02 0.549
H -0.5400 -2.7622 5.6842 0.01 0.00 0.00 0.470
H -1.6695 -0.8720 6.8235 0.01 -0.01 -0.01 0.408
H -2.1400 1.1979 5.6252 -0.01 -0.01 0.04 0.396
H -1.2321 3.9298 0.7253 -0.07 -0.03 0.15 0.437
H -2.9773 4.6378 2.7023 0.00 -0.03 0.03 0.442
H -2.9914 2.6349 4.2765 0.02 -0.01 0.04 0.191
C -1.7297 2.9797 -1.4533 0.24 -0.01 -0.22 -1.152
Si 0.1209 2.9729 -1.8003 -0.50 1.20 0.35 0.266
C 0.4140 3.8322 -3.4459 0.07 -0.43 0.09 -1.415
C 1.1055 3.9706 -0.5170 -0.20 -0.18 -0.23 -1.004
N 0.7598 1.3339 -1.4793 -1.28 -0.44 2.09 1.275
C 1.5843 0.6035 -2.2415 0.77 -0.87 -0.35 0.709
C 1.8973 0.9397 -3.5874 -0.06 0.09 0.18 -1.001
C 2.8559 0.2687 -4.2950 0.07 -0.03 -0.11 -1.179
C 3.5708 -0.7720 -3.6935 -0.20 0.08 0.24 -0.595
C 3.2467 -1.1856 -2.4124 0.23 -0.20 -0.12 -0.973
C 2.2329 -0.5596 -1.7090 -0.14 0.35 -0.03 0.625
O 1.8884 -0.9274 -0.4392 -1.14 1.04 -0.20 0.313
C 2.1146 -2.2208 0.0473 0.22 -0.73 0.54 0.549
C 2.4648 -2.3183 1.3839 0.06 0.31 -0.18 -0.597
C 2.6802 -3.5667 1.9418 0.01 -0.14 0.00 -0.712
C 2.5297 -4.7121 1.1737 -0.01 0.03 0.01 -0.636
C 2.1426 -4.6009 -0.1529 0.01 0.01 -0.04 -0.922
C 1.9281 -3.3566 -0.7234 -0.10 0.30 -0.15 0.139
H -2.0773 3.9766 -1.1743 0.06 0.01 -0.02 0.473
H -2.0060 2.2776 -0.6653 -0.06 0.08 -0.08 0.300
H -2.2597 2.6776 -2.3542 0.04 0.04 -0.02 0.449
H 0.0320 4.8512 -3.3469 -0.04 -0.02 0.09 0.413
H -0.1297 3.3574 -4.2645 0.01 0.02 -0.02 0.431
H 1.4699 3.9045 -3.7102 -0.01 0.03 -0.01 0.374
H 0.7967 5.0187 -0.5368 0.02 0.00 -0.03 0.395
H 2.1717 3.9345 -0.7552 0.01 0.00 -0.03 0.343
H 0.9640 3.5958 0.4970 0.02 0.00 -0.01 0.179
H 1.3437 1.7368 -4.0566 0.04 0.01 0.02 0.517
H 3.0727 0.5564 -5.3147 -0.02 -0.01 0.01 0.448
H 4.3759 -1.2597 -4.2254 -0.01 -0.03 0.00 0.463
H 3.7906 -1.9969 -1.9515 -0.02 -0.04 0.01 0.596
H 2.5564 -1.4188 1.9765 0.04 -0.02 0.01 0.405
H 2.9727 -3.6458 2.9808 -0.03 0.03 0.00 0.476
H 2.7036 -5.6874 1.6075 -0.01 0.01 0.01 0.424
H 1.9961 -5.4881 -0.7543 -0.01 0.01 0.00 0.416
H 1.5886 -3.2728 -1.7472 0.02 -0.02 -0.03 0.593
O -1.5445 0.5453 -2.8025 -0.11 -0.04 -0.01 -0.561
C -1.7670 -0.3957 -2.0702 0.16 0.15 -0.19 -0.089
N -1.0624 -0.6874 -0.9084 0.16 0.75 0.98 0.914
C -1.3917 -1.9806 -0.4756 0.22 -0.64 0.16 -0.173
O -0.7935 -2.6335 0.3458 -0.36 0.25 -0.07 -0.514
C -2.5355 -2.4506 -1.3130 -0.12 0.32 -0.16 0.084
C -3.3139 -3.5836 -1.2205 0.04 -0.07 0.04 -0.311
C -4.3525 -3.7218 -2.1387 0.03 -0.05 0.09 -0.582
C -4.5763 -2.7626 -3.1183 0.02 0.08 -0.07 -0.550
C -3.7752 -1.6262 -3.2103 0.01 0.06 -0.13 -0.331
C -2.7619 -1.4883 -2.2863 0.03 -0.20 0.21 -0.040
H -3.1321 -4.3276 -0.4563 0.01 0.02 0.00 0.542
H -5.0027 -4.5851 -2.0815 0.02 0.00 -0.03 0.432
H -5.3873 -2.9001 -3.8213 -0.01 0.01 0.02 0.418
H -3.9490 -0.8771 -3.9715 0.02 0.00 0.01 0.516
Cl 3.7605 2.6297 3.6674 -0.03 -0.01 -0.20 -0.133
C 3.4725 2.4220 1.9419 0.06 0.42 0.23 -0.521
Cl 2.1208 1.2780 1.6799 0.45 -0.17 0.64 0.340
H 4.3563 1.9956 1.4850 -0.04 -0.07 -0.05 0.395
H 3.2069 3.3787 1.5084 -0.05 -0.03 -0.05 0.236
```
Positions in Å, forces in eV/Å.

Summary:
Molecular weight   747.70 g/mol
Charge   +1
Orbital gap (alpha / beta)   4.5 / 4.5 eV
HOMO level (alpha / beta)   -9.958 / -9.962 eV
LUMO energy (alpha / beta)   -5.47 / -5.47 eV
Electronic energy   -3100.67500 a.u.

(3)
The following is a quantum chemistry calculation of a structure of composition C33H31GeN7OPd, from the Open Molecules 2025 dataset.

XYZ file:
```
74
Properties=species:S:1:pos:R:3:forces:R:3:mulliken_charge:R:1
Pd -0.7923 -0.2272 1.6852 0.18 0.17 0.25 0.985
C 2.3823 -4.3534 0.0148 -0.13 -0.03 0.01 -1.063
C 2.7897 -2.9824 0.4405 0.09 0.01 0.03 -0.415
C 1.9643 -2.3486 1.5667 0.02 -0.05 -0.05 -1.117
C 0.5438 -2.8424 1.6641 -0.09 -0.16 0.00 0.037
C 0.2228 -4.0347 1.1306 0.02 0.19 -0.02 -0.180
C 1.1821 -4.8253 0.3618 0.08 0.06 -0.01 -0.720
N -0.2932 -2.0142 2.4039 0.02 -0.11 0.08 -0.550
C -1.3168 -2.5292 3.1832 -0.03 -0.11 0.02 0.591
C -1.2688 -3.7587 3.8643 0.01 0.08 -0.07 -0.170
C -2.3201 -4.1366 4.6669 -0.03 0.01 0.02 -0.698
C -3.4673 -3.3383 4.8319 0.01 0.05 -0.04 -0.671
C -3.5397 -2.1285 4.1952 0.00 -0.08 0.07 -0.542
C -2.4640 -1.7382 3.3836 0.01 0.08 -0.07 -0.062
N -2.4181 -0.5266 2.7049 -0.01 0.07 0.03 0.675
N -3.3432 0.3106 2.7271 0.05 0.04 -0.11 -1.111
C -3.0333 1.4785 2.0007 0.02 -0.06 0.05 -0.056
C -3.9421 2.5173 1.9883 0.11 -0.03 -0.04 -0.423
C -3.5929 3.6826 1.3168 0.02 -0.02 -0.01 -0.425
C -2.3606 3.7623 0.6920 -0.03 0.00 0.01 -0.838
C -1.5106 2.6673 0.7365 -0.02 -0.06 -0.01 -0.111
N -1.8349 1.5438 1.3690 -0.06 0.05 -0.01 -0.030
H 3.0751 -4.9423 -0.5713 0.00 -0.01 0.01 0.470
H 3.8408 -2.9634 0.7345 0.01 -0.07 -0.02 0.651
H 2.4146 -2.4845 2.5546 0.02 0.06 0.00 0.859
H -0.7781 -4.4263 1.2549 0.00 0.00 0.03 0.645
H 0.8809 -5.8186 0.0553 0.01 0.00 -0.02 0.426
H -0.3973 -4.3908 3.7756 0.00 -0.01 -0.02 0.537
H -2.2569 -5.0771 5.1986 0.00 -0.01 -0.01 0.416
H -4.2752 -3.6777 5.4633 0.00 0.01 0.01 0.417
H -4.3930 -1.4738 4.3005 0.00 0.00 0.01 0.489
H -4.8833 2.4041 2.5054 0.00 0.00 0.01 0.552
H -4.2773 4.5196 1.2935 0.01 0.01 0.00 0.473
H -2.0526 4.6540 0.1684 0.00 0.01 -0.01 0.554
H -0.5406 2.6786 0.2569 -0.03 0.00 0.00 0.460
C 3.8873 -1.7073 -1.3877 0.02 0.06 0.05 -0.814
N 2.6826 -1.9070 -0.5885 -0.13 -0.05 0.05 0.218
C 1.4115 -1.7679 -1.2773 0.31 0.08 -0.03 -0.801
C 0.6950 -0.5897 -0.6645 -0.10 0.26 -0.48 1.344
O -0.2715 -0.0278 -1.2935 0.02 0.09 0.12 -0.641
N 1.0676 -0.1699 0.5175 -0.39 -0.48 0.13 -0.741
C 2.1125 -0.8967 1.1106 0.12 0.13 -0.03 0.855
N 3.0831 -0.1717 1.6290 -0.10 0.00 0.09 -0.207
H 4.2488 -2.6509 -1.8038 -0.01 0.01 -0.02 0.314
H 4.6698 -1.2818 -0.7554 0.01 -0.03 0.00 0.335
H 3.6872 -1.0125 -2.1992 0.00 0.05 0.00 0.190
H 0.7774 -2.6505 -1.1382 -0.04 0.03 -0.01 0.089
H 1.5272 -1.6200 -2.3516 0.05 0.00 0.01 0.728
H 3.1729 0.8017 1.3784 0.01 0.01 0.01 0.284
H 3.7568 -0.5709 2.2628 0.01 0.00 -0.01 0.310
Ge -0.0445 1.0793 -2.8621 -0.04 -0.25 -0.02 -0.022
C 1.7564 1.7438 -2.7280 -0.01 0.00 -0.11 0.375
C 2.7040 1.2093 -3.6050 -0.02 0.01 -0.03 -0.630
C 4.0121 1.6756 -3.6051 0.00 0.00 0.01 -0.556
C 4.3844 2.6838 -2.7285 -0.01 0.02 0.01 -0.546
C 3.4497 3.2315 -1.8569 0.04 0.00 0.00 -0.923
C 2.1436 2.7687 -1.8613 -0.08 -0.04 0.17 0.598
C -1.5167 2.2957 -2.7325 0.04 0.03 -0.06 0.541
C -1.2901 3.6729 -2.7142 0.07 0.00 -0.07 -0.042
C -2.3596 4.5569 -2.7358 -0.02 0.00 0.01 -0.755
C -3.6582 4.0694 -2.7668 -0.02 0.00 0.00 -0.441
C -3.8929 2.6996 -2.7907 0.00 0.01 0.02 -0.713
C -2.8264 1.8147 -2.7862 0.00 -0.04 0.13 -0.576
H -0.1466 -0.0056 -3.9350 -0.02 0.05 -0.02 -0.035
H 2.4164 0.4445 -4.3198 0.01 -0.01 0.02 0.386
H 4.7330 1.2668 -4.3008 -0.01 0.00 0.00 0.481
H 5.3986 3.0606 -2.7376 0.00 -0.01 0.01 0.445
H 3.7370 4.0341 -1.1901 0.00 0.00 0.00 0.488
H 1.4262 3.2206 -1.1823 0.01 -0.03 -0.05 0.265
H -0.2790 4.0650 -2.7183 -0.01 -0.01 0.00 0.386
H -2.1800 5.6242 -2.7442 0.01 0.00 0.00 0.459
H -4.4923 4.7586 -2.7937 0.00 0.00 -0.01 0.457
H -4.9065 2.3243 -2.8364 0.00 0.00 0.00 0.452
H -3.0212 0.7488 -2.8252 0.00 0.00 -0.01 0.388
```
Positions in Å, forces in eV/Å.

Summary:
Molecular weight   720.69 g/mol
Energy above the lowest of the compared OMol25 structures with the same formula, charge and spin   164.3 kJ/mol
Charge   +2
Orbital gap (alpha / beta)   5.9 / 5.9 eV
HOMO level (alpha / beta)   -12.545 / -12.543 eV
LUMO energy (alpha / beta)   -6.63 / -6.63 eV
Electronic energy   -3938.93001 a.u.